48
Properties=species:S:1:pos:R:3:forces:R:3:mulliken_charge:R:1 method="wB97M-V/def2-TZVPD" lumo_energy_ev="3.94 / 3.94" gap_ev="4.9 / 5.7" s_squared=2.025 charge=-2 e_homo_ha="-0.03554 / -0.06341" spin_multiplicity=3
Tc 0.001213 2.651391 -0.266705 -0.034 -0.073 0.356 0.831
N -1.482862 2.328238 -3.357517 0.104 -0.052 0.092 -0.031
C -2.292353 2.717723 -2.314900 0.205 -0.110 -0.489 0.421
N -3.587211 2.930894 -2.425086 -0.210 0.141 0.304 -0.554
N -3.954986 3.359594 -1.188126 0.134 -0.053 -0.117 -0.556
N -2.946096 3.414315 -0.395835 -0.015 -0.112 -0.324 -0.490
N -1.853564 2.990414 -1.092558 -0.008 0.067 0.465 0.370
C -0.107903 2.249309 -3.301854 -0.546 0.106 -0.152 0.318
N 0.650467 1.969921 -4.339180 0.395 0.013 -0.017 -0.443
N 1.916473 2.058066 -3.854537 -0.159 0.030 0.053 -0.538
N 1.918673 2.381683 -2.612852 -0.280 0.044 -0.214 -0.523
N 0.616356 2.516627 -2.221641 0.436 -0.131 0.309 0.390
H -1.921423 1.970452 -4.186946 -0.031 -0.051 0.034 0.219
O 1.767747 -2.941780 -1.589987 -0.050 -0.118 -0.012 -0.481
C 0.793052 -3.950061 -1.666624 0.109 0.065 0.078 -1.041
C -0.669313 -3.562096 -1.377364 -0.019 0.226 -0.042 1.461
C -1.315393 -4.896618 -0.969734 -0.270 -0.007 -0.025 -1.115
O -2.743303 -4.897674 -0.911077 0.170 -0.001 0.020 -0.535
C -1.362634 -3.020660 -2.631095 0.045 0.037 -0.025 -1.018
Se -0.527171 -1.429994 -3.422711 0.058 -0.093 0.037 -0.404
C -0.825379 -2.586725 -0.201191 -0.018 0.055 0.030 -1.090
Se -0.420323 -0.701440 -0.557688 0.062 0.205 -0.233 -0.324
H 1.455388 -2.198035 -2.136440 -0.041 0.048 0.038 0.298
H 1.102978 -4.699150 -0.928056 -0.007 -0.055 -0.009 0.414
H 0.796033 -4.438527 -2.653479 0.053 -0.007 -0.039 0.253
H -0.906080 -5.200325 0.001320 0.030 -0.024 0.046 0.380
H -1.051043 -5.665815 -1.700432 -0.016 -0.011 -0.021 0.419
H -3.008048 -4.078620 -0.477747 -0.007 -0.005 -0.019 0.336
H -2.401939 -2.781414 -2.412264 -0.039 -0.011 0.027 0.344
H -1.352274 -3.798755 -3.398815 -0.050 -0.016 -0.006 0.447
H -0.201192 -2.912660 0.633466 0.036 -0.006 -0.023 0.367
H -1.867030 -2.598816 0.131191 -0.003 -0.059 0.082 0.375
Br -0.942890 0.230093 4.221897 0.005 0.018 -0.036 -0.145
C 0.759843 1.033375 4.402801 0.034 -0.033 -0.007 0.051
C 1.348786 0.993059 5.659252 0.041 0.017 0.011 -0.502
C 2.605920 1.544751 5.857238 -0.048 -0.048 0.023 -0.368
C 3.292024 2.107664 4.792447 -0.028 0.017 -0.069 -0.625
C 2.705197 2.126399 3.537772 0.067 -0.018 0.014 -0.464
C 1.429548 1.607993 3.326316 -0.145 0.096 -0.021 0.414
C 0.845153 1.842785 1.963630 0.021 -0.086 -0.043 1.148
O 1.624834 1.879537 0.973311 -0.065 0.166 -0.022 -0.746
O -0.376511 2.117365 1.814652 0.145 0.168 0.024 -0.714
H 0.813155 0.531584 6.477411 0.001 0.003 0.002 0.380
H 3.046797 1.528666 6.846822 -0.006 -0.017 -0.008 0.349
H 4.272737 2.542331 4.939313 -0.001 -0.029 -0.015 0.360
H 3.213284 2.556117 2.684284 -0.011 0.010 0.024 0.429
S 0.744570 5.845210 0.296795 0.113 0.428 0.102 -0.429
C 0.396692 4.333612 0.032520 -0.157 -0.737 -0.183 0.360

=====

120
Properties=species:S:1:pos:R:3:forces:R:3:mulliken_charge:R:1 method="wB97M-V/def2-TZVPD" lumo_energy_ev=-3.89 gap_ev=6.3 charge=+1 e_homo_ha=-0.37413
C 3.245616 1.519174 0.839258 -0.427 -0.928 0.326 -0.686
C 2.612013 0.169081 0.709510 -0.035 2.254 -0.247 -0.225
C 1.388584 -0.070085 -0.414023 2.295 -0.284 -0.020 0.215
C 0.247920 -0.943502 0.406474 3.375 -3.087 -1.980 -0.787
N -0.468462 -0.191417 1.497020 1.297 0.664 1.712 1.120
C -0.536705 1.314410 1.372577 -0.355 3.657 0.261 -0.770
C -1.369639 1.956708 0.147502 -1.416 0.551 -0.230 1.310
C -1.360782 3.621707 0.292208 0.295 -0.122 0.088 -0.977
N -1.039393 4.322804 -1.025729 0.017 -1.633 0.730 -0.413
C 0.396624 4.087815 -1.455573 0.785 -0.816 -1.833 0.277
C 1.043933 5.330298 -2.339274 1.313 2.301 -1.089 -0.097
C 1.563864 6.689878 -1.535191 0.456 -0.332 -4.806 -0.395
C 2.221184 7.914785 -2.436135 -0.889 -2.723 -1.748 -0.441
C 2.386275 7.831802 -4.094541 -1.980 -3.757 2.454 -0.438
C 1.856768 6.448802 -4.864148 -0.142 0.412 3.458 -0.318
C 1.202521 5.186383 -3.995048 1.378 3.224 1.975 0.442
O 0.742116 3.974803 -4.695791 2.012 1.118 1.964 -0.514
C -1.789160 -0.728537 1.968703 -3.096 0.136 0.689 -0.011
B -1.966636 -0.788065 3.638226 -0.604 0.478 3.016 0.572
O -3.187965 -1.419418 4.257737 3.911 -0.823 -1.897 -0.408
O -1.037518 -0.189021 4.613127 -2.517 -1.913 -2.278 -0.496
C -1.345153 -0.573453 5.997837 1.258 0.288 2.337 -0.554
C -2.274237 -2.168547 1.420329 -1.672 -1.049 0.692 -0.988
N -1.554999 -2.807840 0.294027 0.908 -0.395 0.731 0.617
C -1.100847 -4.167086 0.658897 0.252 -1.954 1.888 -1.141
C 0.096901 -4.254287 1.807262 -0.745 -1.011 1.289 0.342
C -0.398661 -5.340051 2.979655 -0.058 0.174 -0.239 -0.595
C 0.745342 -5.317600 4.154949 0.472 0.460 -1.810 -0.420
O 0.819893 -6.573726 4.951031 1.966 2.740 2.163 -0.349
C 1.805511 -6.223591 6.023370 5.509 1.188 -0.435 0.600
C 1.292773 -6.174420 7.583574 -0.433 0.055 -0.961 -0.565
O 3.084723 -5.934386 5.766913 -8.249 -1.862 1.017 -0.538
C -0.669971 -1.944833 -0.528559 -1.577 0.432 -0.017 0.291
B -1.700071 -1.122939 -1.574546 0.313 1.264 -1.626 0.547
O -0.998158 -0.295549 -2.615904 -3.723 -1.172 1.981 -0.622
O -3.172996 -1.218732 -1.524258 2.834 2.082 1.365 -0.697
P 0.398608 -2.931616 -1.840005 1.898 0.446 -0.814 0.047
C -0.806167 -4.080952 -2.854279 -0.940 -0.179 0.300 -0.913
O 1.621412 -3.894612 -1.024291 -0.472 1.213 -0.235 -0.578
H 4.135047 1.903558 0.152559 -3.198 -0.261 0.215 0.259
H 2.889448 2.298236 1.669401 2.161 -2.431 -0.563 0.209
H 2.910533 -0.737578 1.405149 -1.774 2.254 -0.357 0.290
H 1.004861 0.925598 -0.885137 0.787 -1.873 1.189 -0.481
H 1.938194 -0.647364 -1.269143 -1.962 0.476 1.307 0.634
H 0.942275 -1.741708 0.975376 -1.752 1.797 -1.035 -0.189
H 0.172215 -0.301523 2.347253 -0.805 0.149 -1.355 0.781
H -1.050372 1.736097 2.367684 1.036 -1.267 -2.067 0.457
H 0.529484 1.853000 1.388592 -2.110 -1.891 -0.199 -0.360
H -2.524388 1.664474 0.180074 2.441 0.313 0.023 0.119
H -1.007883 1.730046 -0.935944 -0.314 0.044 2.172 -0.504
H -2.409187 4.029184 0.692002 2.455 -1.003 -0.811 0.316
H -0.492240 3.869485 1.040199 -1.809 -0.136 -1.276 0.401
H -1.671791 3.877873 -1.756434 1.092 1.020 1.135 0.301
H 1.107642 3.752547 -0.562197 -1.568 1.077 -1.735 0.188
H 0.367466 3.157799 -2.199748 0.465 1.804 1.444 -0.084
H 1.461362 6.748692 -0.350453 0.246 -0.069 -2.984 0.280
H 2.620507 8.900387 -1.916534 -1.006 -2.388 -1.096 0.264
H 2.880364 8.724332 -4.713385 -1.302 -2.289 1.557 0.348
H 1.958573 6.373320 -6.047166 -0.204 0.056 2.880 0.332
H 1.309827 3.173559 -4.438612 -0.959 1.969 -0.353 0.280
H -2.647838 0.043317 1.656480 2.076 -1.518 0.432 0.016
H -2.848186 -2.359555 4.470923 -1.212 1.833 -0.128 0.299
H -2.360541 -0.150094 6.411494 1.916 -1.114 -1.240 0.270
H -0.496054 -0.074416 6.672786 -1.804 -1.063 -1.648 0.233
H -1.212053 -1.734579 6.138971 -0.621 2.328 -0.276 0.206
H -3.424927 -2.084645 1.110678 2.401 0.082 0.839 0.071
H -2.280891 -2.918632 2.349135 0.132 1.581 -2.136 -0.025
H -0.789469 -4.902385 -0.194465 -0.605 1.920 1.151 0.176
H -2.030945 -4.718305 1.173834 1.885 1.293 -1.287 0.509
H 1.108461 -4.680617 1.405227 -1.894 1.287 0.567 0.440
H 0.223238 -3.225749 2.400208 -0.063 -2.011 -1.454 -0.203
H -0.558179 -6.414361 2.484843 0.608 2.301 1.199 0.261
H -1.465158 -4.995595 3.365893 2.228 -0.758 -0.534 0.264
H 0.593085 -4.367775 4.832299 0.194 -1.918 -1.131 0.211
H 1.790898 -5.220794 3.604756 -2.135 -0.046 1.221 0.285
H 0.130498 -6.036458 7.564897 2.159 -0.638 0.158 0.081
H 1.734285 -5.233773 8.148594 -0.561 -2.154 -1.446 0.280
H 1.652133 -7.183665 8.085421 -0.917 2.208 -0.976 0.285
H -1.739706 0.184742 -3.107342 1.421 -0.921 0.646 0.314
H -3.458034 -0.537959 -0.823893 0.279 -1.576 -1.518 0.352
H -1.789381 -4.341562 -2.242298 2.083 0.297 -1.450 0.325
H -1.099843 -3.435400 -3.804732 0.669 -1.234 2.094 0.321
H -0.243804 -5.037520 -3.247769 -1.080 1.935 1.046 0.371
H 2.526693 -3.441165 -1.065346 -2.163 -0.740 -0.271 0.363
C -4.123626 -6.054588 8.585932 -0.108 0.202 0.103 -1.385
C -3.233594 -6.311768 7.401905 0.390 -0.074 -0.567 0.874
O -2.841923 -5.405481 6.670025 -0.037 -0.040 0.149 -0.612
N -2.859228 -7.598607 7.147638 -0.124 0.887 0.039 -0.115
C -3.207898 -8.793281 7.879267 0.229 -0.219 -0.275 -0.895
H -4.334438 -4.984079 8.657479 0.126 -0.245 -0.130 0.281
H -5.071382 -6.585915 8.464466 0.111 -0.031 0.188 0.379
H -3.624046 -6.370567 9.505604 -0.202 -0.082 -0.032 0.365
H -2.260694 -7.689989 6.334444 -0.130 0.003 0.193 0.199
H -2.282740 -9.259913 8.225795 -0.216 -0.182 0.161 0.284
H -3.718041 -9.473518 7.193305 -0.052 -0.154 0.282 0.300
H -3.853414 -8.584967 8.733634 0.139 0.045 -0.205 0.344
C -2.772633 3.225272 -9.031280 -0.003 -0.048 -0.254 -1.151
C -3.544963 3.027481 -7.756681 -0.880 -0.412 0.393 0.726
O -4.589884 2.381591 -7.719562 0.559 0.277 -0.066 -0.663
N -3.054673 3.590407 -6.614977 -0.336 -0.353 -0.477 -0.104
C -1.856316 4.378049 -6.448677 -0.124 -0.067 0.501 -0.712
H -3.288013 2.718710 -9.851846 0.019 0.084 0.307 0.288
H -2.708518 4.290511 -9.268887 0.193 -0.108 0.001 0.328
H -1.772315 2.795104 -8.933616 0.005 0.211 -0.070 0.327
H -3.630537 3.412704 -5.799697 0.129 0.085 -0.281 0.204
H -1.216947 3.871871 -5.721534 0.138 0.334 -0.228 0.173
H -2.145348 5.354876 -6.053984 0.317 0.113 -0.071 0.262
H -1.311123 4.509522 -7.384362 -0.171 -0.076 0.153 0.298
C 6.248352 7.603608 -6.498381 0.039 0.235 -0.086 -1.355
C 5.332801 6.428611 -6.701766 -0.731 -0.363 -0.432 0.828
O 4.404828 6.455262 -7.507102 0.358 0.072 0.416 -0.659
N 5.554771 5.305750 -5.959695 -0.184 0.470 -0.388 -0.113
C 6.580534 5.075113 -4.970395 -0.226 -0.377 -0.026 -0.836
H 5.945119 8.420344 -7.159094 -0.028 -0.294 0.101 0.304
H 6.184403 7.953708 -5.464629 0.197 -0.046 -0.051 0.343
H 7.276410 7.324195 -6.743832 -0.026 0.100 0.189 0.409
H 4.896985 4.559060 -6.153728 0.190 0.224 0.047 0.211
H 7.173136 4.215229 -5.291593 0.209 0.095 0.243 0.301
H 6.090215 4.839476 -4.022990 0.288 0.046 0.141 0.262
H 7.233459 5.938965 -4.838206 -0.190 -0.139 -0.091 0.313

=====

16
Properties=species:S:1:pos:R:3:forces:R:3:mulliken_charge:R:1 method="wB97M-V/def2-TZVPD" lumo_energy_ev="4.29 / 4.33" gap_ev="2.9 / 10.5" de_lowest_kj_mol=81.5 s_squared=0.750 charge=-1 e_homo_ha="0.05197 / -0.22622" spin_multiplicity=2
C 0.574559 -0.160756 -1.436688 -1.206 -0.302 0.517 -2.834
N 1.956057 1.682030 1.239074 0.047 0.359 -0.029 -1.077
H -0.079712 0.150508 -2.257139 0.445 0.423 -0.268 1.021
H 0.573822 -1.255636 -1.523524 0.452 0.031 0.218 0.472
H 1.577447 0.258764 -1.402641 -0.006 -0.058 -0.452 0.100
H 1.742357 2.656379 1.043624 0.015 -0.061 -0.187 0.277
H 1.973663 1.639337 2.253294 -0.197 -0.361 -0.086 0.225
H 1.174272 1.134062 0.850398 0.335 0.219 0.471 0.454
C -1.328422 -0.200097 0.029917 -0.981 -0.911 -0.073 -1.711
O -0.028683 0.266737 -0.214817 0.171 0.018 0.042 1.579
C -1.391853 -1.746981 0.254470 0.940 1.947 -1.284 -2.560
H -1.735281 0.312038 0.905238 0.428 0.132 0.089 0.359
H -2.005726 0.063972 -0.795296 0.161 0.094 -0.089 0.827
H -2.303315 -1.987056 0.792647 0.204 -0.470 0.175 1.323
H -1.327756 -2.173897 -0.748201 -0.537 -0.488 0.071 0.237
H -0.410849 -1.964679 0.667993 -0.272 -0.572 0.884 0.306